25
Properties=species:S:1:pos:R:3:forces:R:3 method="wB97M-V/def2-TZVPD" s2=2.007 lumo_energy_ev="0.600 / -1.147" homo_energy_ev="-5.2 / -9.6" total_energy_ha=-3156.250636 multiplicity=3 orbital_gap_ev="5.801 / 8.419"
C 1.87625 2.70040 -0.08755 -0.164 1.070 0.191
C 0.02415 -2.55535 1.42874 -0.077 -0.243 -0.845
C -0.05039 -0.38965 -2.33597 2.228 0.681 -0.369
C -2.02136 0.56240 0.21713 0.290 0.962 1.292
C 1.94927 1.59268 0.95916 2.389 3.595 2.144
C -0.65296 -2.30879 0.02682 0.027 -2.287 -0.681
N 1.80070 0.25757 0.78365 -1.635 -2.072 0.123
Si -0.63838 -0.52333 -0.57335 0.443 0.726 0.980
Br 3.00648 -0.53938 -0.28419 0.763 -0.189 -0.595
H 0.86815 2.67893 -0.53714 0.533 0.109 -0.069
H 2.02361 3.73500 0.41720 -0.293 -1.859 -0.658
H 2.65478 2.59650 -0.80914 0.337 -0.001 -0.895
H -0.37421 -3.34016 2.08918 -0.431 0.765 -0.128
H 1.07417 -2.84141 1.29744 -0.148 -0.080 -0.375
H 0.11895 -1.55944 1.75570 -0.130 0.871 1.978
H 0.11602 0.64990 -2.75852 -0.837 -1.132 0.441
H 1.05204 -0.78628 -2.37048 -2.197 0.212 0.089
H -0.71566 -1.01837 -2.91272 0.135 0.047 -0.837
H -1.85756 1.74812 0.27776 -0.121 -2.749 -0.237
H -2.97880 0.38888 -0.28128 -0.157 0.149 0.189
H -2.10500 0.16626 1.31471 0.068 0.780 -1.911
H 2.97521 1.59120 1.47078 -0.744 0.836 -0.419
H 1.28837 2.06668 1.69070 -0.455 -1.313 0.579
H -1.74167 -2.67734 -0.13311 1.776 0.059 0.636
H 0.07555 -2.98510 -0.53363 -1.598 1.065 -0.622

---

47
Properties=species:S:1:pos:R:3:forces:R:3 method="wB97M-V/def2-TZVPD" lumo_energy_ev=6.414 homo_energy_ev=4.6 de_lowest_kj_mol=0.0 total_energy_ha=-1016.080346 charge=-3 orbital_gap_ev=1.786
N -0.01100 -0.30817 0.91192 0.312 1.533 0.093
H -1.00970 -0.42218 1.01041 -1.962 -0.571 -0.045
H 0.48100 -0.82111 0.19434 -0.181 -1.548 -1.605
H 0.29441 -0.83142 1.72002 0.258 -1.378 1.581
H 0.24109 0.66956 0.88737 -0.178 -0.563 0.390
O 1.16121 -2.03419 -0.57660 1.269 0.956 -1.471
H 1.97340 -1.63799 -0.20525 -0.582 -0.676 0.344
O 0.59789 -2.02523 2.89616 0.931 1.075 0.366
H 1.00972 -1.14151 2.95914 0.359 -0.423 0.809
O -2.70103 -0.85670 1.66106 0.553 0.711 -0.668
C -3.17088 -1.62208 0.60519 -0.557 0.086 1.035
C -2.53137 -3.00588 0.20833 1.712 -1.311 2.555
O -2.07695 -3.88477 1.25244 -1.329 1.250 -1.407
H -3.24998 -0.94502 -0.24536 0.468 0.042 -1.716
H -4.23986 -1.77899 0.74928 -1.141 -0.742 0.432
H -1.69495 -2.78219 -0.45383 0.709 0.325 -0.391
H -3.19577 -3.62136 -0.39817 -1.185 0.291 -0.766
C 4.28109 -1.15531 -0.88859 -0.743 -1.691 -1.138
O 3.44012 -1.42305 -2.02375 2.271 0.921 -0.513
H 5.28564 -1.40212 -1.23222 0.375 0.844 -0.125
H 4.14054 -0.16253 -0.46113 0.219 0.030 0.016
H 4.13980 -1.95247 -0.15875 -0.495 0.286 0.578
H 2.51607 -1.45994 -1.76614 -1.497 -0.635 1.000
C 0.08731 2.73904 -0.47885 -2.972 0.456 -0.598
O 0.14534 2.24053 0.80670 1.560 1.166 1.586
H 0.38601 2.04318 -1.26285 0.748 0.174 0.278
H -1.00140 2.75177 -0.53035 -0.321 0.432 -1.590
H 0.36236 3.79322 -0.51278 0.910 -0.031 -0.541
H -0.58094 2.68190 1.25314 -0.158 -0.548 0.486
C -3.33345 1.81004 -1.07823 -0.123 0.213 2.065
O -3.11618 1.79149 0.35790 -0.160 1.342 -1.435
H -4.27442 1.33756 -1.36007 -0.022 -0.267 0.025
H -3.45429 2.88492 -1.21289 0.254 0.122 -0.888
H -2.50583 1.34987 -1.61803 -0.001 0.127 -0.160
H -3.13059 0.90585 0.72808 0.332 -1.955 0.833
C 2.10867 1.94223 2.97051 -0.094 -0.747 -0.838
O 1.92421 2.84280 4.01231 -0.181 1.110 1.577
H 2.95687 1.28460 3.16069 0.404 0.162 -0.351
H 1.26888 1.26729 2.80524 -0.180 0.134 0.156
H 2.18541 2.59279 2.09931 0.408 -0.561 -0.193
H 1.95417 2.38697 4.85665 -0.164 -0.180 -0.091
C 0.53910 -0.57241 -3.93909 -1.739 0.547 1.385
O -0.37700 -0.73336 -2.81416 0.663 0.667 -1.896
H 1.58298 -0.72107 -3.66286 -0.057 -0.270 -0.174
H 0.17647 -1.14759 -4.79101 0.403 -0.609 -0.054
H 0.38701 0.45857 -4.25856 0.327 0.352 -0.039
H 0.02902 -1.32548 -2.17686 0.575 -0.650 1.105

---

19
Properties=species:S:1:pos:R:3:forces:R:3 method="wB97M-V/def2-TZVPD" lumo_energy_ev=0.718 homo_energy_ev=-9.8 de_lowest_kj_mol=74.2 total_energy_ha=-348.176553 orbital_gap_ev=10.548 smiles=CC[C@@H](O)[C@@H](C)O
C 2.38904 0.28047 1.07834 0.077 0.001 -0.003
C 0.92641 0.62903 0.83201 -0.028 0.057 0.013
C 0.25365 -0.38931 -0.08719 0.098 0.269 -0.123
O 0.41372 -1.68780 0.43733 -0.031 -0.063 0.148
C -1.24392 -0.02909 -0.32743 0.171 0.170 -0.058
C -1.51105 0.40768 -1.76190 0.017 -0.018 -0.042
O -2.00511 -1.18731 0.00624 -0.221 -0.037 0.084
H 2.46178 -0.72894 1.49282 0.030 0.175 -0.043
H 2.95684 0.29589 0.14035 -0.063 0.022 0.128
H 2.85902 0.98199 1.77434 -0.053 -0.083 -0.099
H 0.37765 0.63922 1.78569 0.065 0.003 -0.130
H 0.82829 1.63435 0.39794 0.015 -0.124 0.037
H 0.77122 -0.39218 -1.05669 -0.040 0.030 0.106
H -0.39709 -1.88515 0.92470 -0.008 -0.160 -0.168
H -1.51795 0.79550 0.35074 0.062 -0.203 -0.064
H -1.25933 -0.40407 -2.45182 -0.026 0.085 0.098
H -2.56374 0.67357 -1.91079 0.150 -0.044 0.068
H -0.90153 1.28279 -2.01937 -0.066 -0.140 0.069
H -2.83790 -0.91664 0.39468 -0.148 0.060 -0.022